Molecular formula: C12H36O6
Method: DFT, wB97M-V/def2-TZVPD

Structure (XYZ):
```
54
Properties=species:S:1:pos:R:3:forces:R:3
O -5.051 1.389 4.605 -0.0789 -0.7874 0.9259
O 0.096 0.945 0.021 -0.2895 0.2907 0.0742
O 3.880 1.532 0.248 -0.0056 1.0832 0.3226
O -0.459 1.880 -3.637 -0.6154 0.3099 0.1735
O -7.022 -1.219 -3.544 0.4002 -0.5430 -0.1598
O 5.949 -5.790 1.360 0.5479 -0.5633 -1.2189
C 3.994 3.134 2.084 -0.4159 0.4412 0.4744
C 0.682 2.018 -4.464 -0.7211 -0.5629 0.4544
C 1.425 0.697 -4.437 0.5788 0.1908 -0.1984
C -0.250 -1.399 -0.434 0.0498 -0.0939 0.6362
C -6.469 -0.254 -2.633 -0.9718 -0.3602 -0.8845
C 4.861 -3.804 2.049 -0.6242 -0.5267 0.7709
C -3.920 1.623 3.822 -0.5396 1.7827 -1.7395
C 5.279 -5.182 2.430 1.0291 -0.7051 -0.1053
C -4.490 2.347 2.581 1.0425 -0.4855 0.3074
C 4.749 2.438 0.999 0.4525 -1.5095 -0.0937
C -0.463 -0.242 0.540 -0.2658 -0.8196 -0.2383
C -4.980 -0.420 -2.595 0.4449 -0.0029 -0.2328
H 6.072 -6.707 1.614 0.2022 -0.0982 -0.2778
H 1.042 0.806 0.109 0.3177 0.3964 -0.1160
H 4.629 3.761 2.709 0.4134 0.0638 -0.3010
H 4.429 0.977 -0.310 0.1112 0.0584 -0.0104
H -0.029 -0.459 1.515 0.3088 -0.2026 0.0731
H -0.117 1.732 -2.753 -0.2559 -0.0672 0.3653
H -3.349 0.748 3.511 -0.1166 -0.3141 0.2402
H -0.823 -1.318 -1.358 0.0178 0.2473 0.0730
H 1.274 2.830 -4.040 0.4399 0.0825 -0.4062
H 2.082 0.650 -5.306 0.4047 -0.2316 0.2423
H 5.298 3.154 0.388 -0.3843 0.0780 -0.4712
H 5.715 -3.179 1.788 -0.1885 -0.0603 -0.1221
H -4.680 -1.458 -2.450 -0.1911 -0.0372 0.3042
H -6.956 -0.415 -1.672 0.2189 0.2911 0.2766
H -6.750 0.706 -3.065 0.1963 0.4485 0.5464
H -3.259 2.357 4.282 0.3223 -0.1963 0.3787
H 3.539 2.463 2.814 -0.2570 -0.2442 -0.3725
H 5.515 1.782 1.413 0.2086 0.1333 0.3761
H -5.141 1.677 2.021 -0.0989 0.1894 0.0139
H -1.527 -0.154 0.761 -0.0961 0.6081 -0.3555
H 4.418 -3.485 2.992 -0.2814 0.8472 -0.2373
H 0.804 -0.199 -4.422 -0.4639 0.3359 -0.3588
H -4.537 0.210 -1.824 -0.0006 -0.0725 0.0710
H 1.966 0.645 -3.492 0.4807 -0.0159 -0.1309
H 4.100 -3.886 1.272 0.1293 0.4611 -0.0814
H -3.638 2.634 1.965 -0.1143 0.0696 -0.2977
H 3.250 3.808 1.659 -0.2229 -0.1693 0.0494
H 6.019 -5.142 3.229 -0.3511 0.1195 0.6787
H -4.530 -0.134 -3.546 -0.1044 0.1423 -0.0560
H 0.314 2.303 -5.449 0.1218 -0.0772 -0.0167
H -4.744 1.004 5.429 -0.2564 -0.0991 0.2350
H 4.467 -5.870 2.667 -0.4668 0.5322 0.5916
H 0.813 -1.456 -0.670 0.0430 -0.1452 -0.1401
H -7.937 -1.010 -3.744 0.0252 0.1378 0.1425
H -0.539 -2.324 0.065 0.0201 -0.1840 -0.0970
H -5.002 3.255 2.901 -0.1494 -0.1662 -0.0781
```
Forces are in eV/Å.

Output
Electronic energy = -25310.22996 eV
SMILES string = CCO.CCO.CCO.CCO.CCO.CCO
Orbital gap = 10.302 eV
ΔE to the lowest compared entry with this formula, charge and spin = 68.5 kcal per mole
E_HOMO = -9.88 eV
LUMO level = 0.422 eV

Results of the Mulliken charge analysis, in e, for atoms 1 through 5:
1 O -0.50
2 O -0.45
3 O -0.51
4 O -0.51
5 O -0.53

Molecular formula: C20H21N3O3S
Method: DFT, wB97M-V/def2-TZVPD

Structure (XYZ):
```
48
Properties=species:S:1:pos:R:3:forces:R:3
S 0.207 -1.406 4.820 0.1516 0.2518 -0.3202
O 3.027 -0.375 -0.685 1.5345 -1.4314 -0.8745
O -1.648 1.494 3.836 1.9095 -1.6290 -2.3293
O 1.313 -1.914 -0.737 -0.6235 1.5603 1.6840
N 2.065 2.126 -1.054 2.3232 0.6568 -0.9344
N 3.486 5.017 -2.767 -3.3032 -2.9444 3.0580
N -0.662 0.621 1.866 -0.9471 0.3574 2.2098
C 1.146 0.318 0.323 -2.1889 -3.7200 1.2688
C 1.957 -2.267 -3.071 -1.2150 0.4369 2.5789
C 2.160 0.082 5.614 0.3486 -1.6078 -0.2328
C 1.925 -2.828 -1.595 3.0286 -1.8241 -1.8862
C 1.343 0.811 4.668 2.2879 1.5057 0.6200
C -2.415 2.847 -0.719 -0.2583 -3.4229 0.1867
C 1.843 3.466 -1.448 -3.5451 -2.3459 1.8788
C -1.738 1.087 0.939 0.4371 0.7609 1.0331
C 1.258 -4.244 -1.515 0.2510 1.6404 1.8090
C 1.047 1.612 -0.270 2.0815 -0.4509 -1.3198
C 0.262 0.232 4.142 0.6806 -2.1996 0.7512
C 0.376 -0.157 1.338 0.2842 0.3176 -1.0384
C 2.739 4.335 -2.118 3.0970 2.3667 -3.0792
C -1.564 3.521 1.511 1.4309 0.8638 1.8472
C 0.504 3.631 -0.982 0.2313 2.5536 0.2989
C 1.703 -1.209 5.699 -1.1605 1.0623 -0.1023
C 0.047 2.498 -0.246 -2.3298 2.7125 0.3558
C -1.374 2.492 0.418 -1.3083 -0.3794 -1.9990
C -0.753 0.827 3.247 -2.6036 1.3631 0.9314
C 1.935 -0.755 -0.369 -0.1653 1.2029 -0.7283
H 2.720 -1.545 -3.101 0.9461 1.1517 -0.1752
H -2.415 3.401 2.232 0.2724 -0.1956 -1.2692
H -2.179 3.740 -1.170 0.3973 2.3572 -0.6735
H -0.703 3.321 2.211 -0.5630 0.9170 -0.5146
H 2.229 -3.029 -3.733 0.0669 -1.2186 -1.1193
H -1.804 0.336 0.175 0.1354 -0.1880 -0.6652
H -3.483 2.847 -0.370 1.0900 -0.0268 -0.1917
H 3.129 0.326 6.149 -1.5095 0.3278 -0.9897
H 2.881 1.600 -1.418 -0.9459 0.3186 0.9395
H -1.550 4.591 1.131 0.1836 -1.3345 0.4403
H 2.036 -1.998 6.349 0.0867 -0.1679 -0.0261
H -2.740 1.111 1.433 1.0084 0.0414 0.0373
H 1.723 1.756 4.337 -0.3112 0.6551 -0.1010
H 0.429 -1.213 1.653 0.1752 0.6711 -0.1054
H 1.459 -4.542 -0.463 0.2210 -0.6271 -0.8442
H -0.073 4.606 -0.933 0.9629 -1.3085 -0.4831
H 0.999 -1.767 -3.317 0.3971 -0.5672 0.0021
H 0.182 -4.174 -1.502 -0.5297 0.1450 -0.6069
H 3.044 -3.023 -1.228 -2.1587 0.7049 -0.8586
H 1.615 -4.916 -2.301 0.0661 0.1482 0.4747
H -2.289 2.110 -1.578 -0.4199 0.5390 1.0627
```
Forces are in eV/Å.

Output
Electronic energy = -42526.28324 eV
SMILES string = CC(C)OC(=O)C1=CN(C(=O)c2cccs2)CC(C)(C)c2cc(C#N)[nH]c21
Orbital gap = 8.335 eV
ΔE to the lowest compared entry with this formula, charge and spin = 117.3 kcal per mole
E_HOMO = -8.58 eV
LUMO level = -0.243 eV

Results of the Mulliken charge analysis, in e, for atoms 1 through 5:
1 S -0.12
2 O -0.66
3 O -0.60
4 O -0.28
5 N 0.08

Molecular formula: C4H3FInO5
Method: DFT, wB97M-V/def2-TZVPD

Structure (XYZ):
```
14
Properties=species:S:1:pos:R:3:forces:R:3
In -0.330 -2.404 1.689 -1.6997 -3.7618 0.5280
F -2.245 0.417 -0.153 0.6196 -0.2176 -0.3575
O 0.769 -0.896 2.117 4.3547 1.1303 1.4146
O -0.108 0.346 0.651 1.1786 0.2619 -0.2792
O 0.892 0.840 -1.781 0.8918 -3.0682 -2.6014
O -1.335 -0.485 2.408 -0.3674 1.1346 -0.2514
O 2.824 0.011 -2.547 -5.1783 -2.2049 -1.4790
C -0.977 0.898 -0.284 -1.5150 1.8685 1.4144
C -0.518 0.614 -1.707 -2.0445 -0.2893 0.1070
C -0.249 -0.171 1.894 -2.5492 -0.2759 -1.8734
C 1.641 0.015 -2.475 6.2697 5.4514 3.6392
H -0.767 -0.412 -1.999 0.0419 0.2009 0.0909
H -1.000 1.969 -0.048 -0.1567 -0.0332 -0.4250
H -1.022 1.326 -2.371 0.1545 -0.1969 0.0728
```
Forces are in eV/Å.

Output
Electronic energy = -22300.18759 eV
Orbital gap (spin up / spin down) = 6.721 / 6.748 eV
E_HOMO (spin up / spin down) = -19.43 / -19.46 eV
LUMO level (spin up / spin down) = -12.708 / -12.714 eV
Multiplicity = 2
Charge = +2

Results of the Mulliken charge analysis, in e, for atoms 1 through 5:
1 In 0.97
2 F -0.26
3 O -0.46
4 O -0.28
5 O -0.04

Molecular formula: C4H7O4
Method: DFT, wB97M-V/def2-TZVPD

Structure (XYZ):
```
15
Properties=species:S:1:pos:R:3:forces:R:3
O 1.341 -2.115 0.779 0.7431 -2.0370 1.6841
O 1.750 2.753 -0.550 -0.6793 -5.0150 -3.8345
O 0.942 -0.358 -0.513 -0.4325 -0.8369 0.6780
O -1.236 1.893 0.163 -0.7655 -0.4817 0.0841
C -0.866 -1.715 -0.158 -1.4464 -0.0880 -2.3599
C 0.589 -1.435 0.136 0.6959 3.1708 -2.3489
C -1.722 -0.411 -0.074 -2.3066 -2.2688 3.4244
C -1.040 0.743 0.528 2.1282 2.9649 -0.5362
H -1.415 -2.559 0.230 0.3197 -0.2920 1.1020
H -0.830 -2.053 -1.254 0.0182 0.8274 1.1222
H 1.226 2.493 -1.531 2.1672 1.1654 4.5419
H 2.085 1.727 -0.345 -1.5569 3.6287 -0.6381
H -2.420 -0.267 -0.895 0.6684 0.7065 -0.3542
H -0.218 0.714 1.336 -1.4147 -1.2016 -0.6777
H -2.573 -0.528 0.839 1.8613 -0.2427 -1.8873
```
Forces are in eV/Å.

Output
Electronic energy = -12451.13613 eV
Orbital gap = 8.594 eV
ΔE to the lowest compared entry with this formula, charge and spin = 62.3 kcal per mole
E_HOMO = -4.59 eV
LUMO level = 3.999 eV
Charge = -1

Results of the Mulliken charge analysis, in e, for atoms 1 through 5:
1 O -0.70
2 O -0.70
3 O -0.70
4 O -0.55
5 C -0.32

Molecular formula: C22H45BClNO4P2Sb
Method: DFT, wB97M-V/def2-TZVPD

Structure (XYZ):
```
77
Properties=species:S:1:pos:R:3:forces:R:3
Sb -3.711 -0.644 0.032 0.6801 0.4199 1.3787
Cl -2.935 -3.894 -4.466 -0.2372 -0.0118 -0.0322
P -7.634 -0.523 -0.173 0.4963 1.7332 -0.9679
P -5.899 -0.731 -1.440 -0.4328 -1.0753 -0.5203
O -3.370 0.684 -2.790 0.3652 -0.8254 0.1637
O -7.179 -0.516 1.365 -0.0046 -0.7666 0.0832
O -8.400 0.714 -0.454 -0.5524 0.1602 0.0206
O -8.603 -1.788 -0.414 0.2065 -0.5477 0.3675
N -4.882 2.551 2.948 0.1287 -0.0624 -0.9180
C 6.317 -0.838 0.919 -0.2133 0.1837 -0.4175
C -3.133 -2.500 -3.334 0.8977 0.3091 0.2678
C -5.192 3.528 0.767 0.0215 -0.0051 -0.6678
C -1.021 2.177 -0.316 0.5436 -0.6707 -0.0868
C 5.390 -1.754 0.122 -0.0857 0.4689 -0.0920
C 4.041 -1.071 -0.180 0.4971 -0.5598 0.0691
C -1.942 -0.590 1.409 -0.5144 -0.8374 -0.1016
C -1.251 1.250 -1.542 -0.0672 0.4107 -0.0262
C 2.956 -1.488 0.810 -0.3866 0.5664 -1.1171
C -2.324 -2.718 -2.045 -0.4042 -0.9635 -0.0813
C 8.265 0.413 -0.232 -0.3108 0.3607 -0.0915
C 8.889 1.809 -0.190 -0.3895 -0.2565 0.5369
C -4.484 1.457 2.276 0.0349 -0.2031 0.9827
C 1.770 -0.524 0.723 0.3292 -0.2198 0.4519
C -4.429 1.296 0.911 0.1614 -0.5657 -0.7013
C 0.596 -0.888 1.655 -0.0643 0.1897 -0.9896
C -4.805 2.361 0.121 -0.1187 0.4855 0.4084
C -5.217 3.563 2.137 -0.1257 0.4428 0.9169
C -0.705 -1.310 0.897 1.0265 0.4238 0.5000
C 8.658 2.544 1.149 0.0524 -0.2234 -0.5533
C 6.762 0.394 0.094 0.0281 -0.5156 -0.0010
C -3.162 -2.634 -0.770 0.0507 0.0105 -0.2606
B -2.670 0.547 -1.603 -0.0805 0.3360 -0.4588
H -0.184 1.786 0.260 0.0772 0.0222 0.1900
H -0.504 -1.138 -0.160 -0.2540 0.0519 -0.1565
H -1.863 2.215 0.366 -0.2354 0.2261 -0.0799
H 1.466 -0.498 -0.325 -0.2019 0.0702 -0.0734
H -2.722 0.705 -3.507 -0.1818 0.6469 -0.2234
H -4.180 0.612 2.892 -0.0863 0.0379 0.1394
H -4.648 -1.466 1.276 -0.0330 -0.0675 -0.1231
H 5.891 -2.030 -0.806 0.0677 -0.0889 -0.0902
H -4.815 2.329 -0.961 0.0592 -0.1966 -0.1576
H 8.394 0.041 -1.247 0.1606 -0.3013 -0.0499
H -4.094 -3.173 -0.942 -0.2266 0.0583 -0.0245
H -6.058 0.460 -2.177 -0.2685 0.1609 0.3885
H -4.183 -2.331 -3.136 -0.1959 -0.1313 -0.1309
H 5.172 -2.673 0.662 0.1562 -0.2061 0.1057
H -1.735 0.415 1.766 0.1068 0.2065 -0.2161
H -2.662 -3.182 0.027 0.1378 0.1367 0.2458
H 0.364 -0.009 2.247 -0.0250 -0.0508 0.3615
H 7.957 3.363 1.017 -0.0609 0.1357 0.1101
H 0.932 -1.699 2.295 -0.0698 0.0111 0.3908
H -9.506 -1.462 -0.324 -0.1056 0.0340 -0.0808
H -2.293 -1.146 2.280 -0.1432 0.0616 0.1832
H -1.413 -2.122 -2.038 -0.0501 0.3634 0.0518
H 7.210 -1.370 1.233 0.0134 -0.1837 0.2796
H -7.897 -0.118 1.872 0.0539 0.1642 0.1414
H 5.766 -0.501 1.796 0.1054 -0.0363 0.3016
H -1.970 -3.746 -2.120 0.2405 -0.1095 0.0637
H 2.595 -2.456 0.463 0.0703 -0.3865 0.5117
H 8.796 -0.263 0.437 0.1378 0.0161 0.1178
H 4.143 0.012 -0.190 0.0924 0.1638 0.0466
H 8.438 2.392 -0.988 0.2198 0.1442 -0.2711
H 9.954 1.689 -0.366 0.1550 0.2088 -0.2466
H 3.354 -1.540 1.820 -0.0125 -0.1400 0.1959
H 6.450 1.298 0.607 0.0914 0.2252 0.0546
H 3.758 -1.362 -1.190 -0.3507 0.0884 -0.0986
H -0.424 0.545 -1.617 -0.0020 -0.2739 0.0859
H 6.219 0.373 -0.849 -0.1294 0.1844 -0.1060
H -2.709 -1.667 -3.876 -0.2664 0.2179 -0.2442
H 8.230 1.865 1.881 0.0978 -0.0284 0.2635
H 9.594 2.947 1.517 0.0631 0.1069 0.2464
H -0.786 -2.385 1.024 -0.3397 -0.1894 -0.1624
H -0.725 3.166 -0.648 -0.2061 0.2403 0.0831
H -1.155 1.875 -2.438 -0.0542 -0.0124 -0.1907
H 2.146 0.473 0.955 -0.0210 0.1761 0.0162
H -5.524 4.488 2.621 -0.0271 -0.0537 0.1202
H -5.476 4.407 0.205 -0.0909 0.1052 -0.0313
```
Forces are in eV/Å.

Output
Electronic energy = -71539.25167 eV
Orbital gap = 6.379 eV
E_HOMO = -4.06 eV
LUMO level = 2.319 eV
Charge = -1

Results of the Mulliken charge analysis, in e, for atoms 1 through 5:
1 Sb 0.71
2 Cl -0.26
3 P 0.93
4 P -0.32
5 O -0.83

Molecular formula: C3H5BrO2
Method: DFT, wB97M-V/def2-TZVPD

Structure (XYZ):
```
11
Properties=species:S:1:pos:R:3:forces:R:3
Br 1.703 1.929 1.480 -0.1181 -0.5680 -0.4287
O 0.583 -0.593 1.707 -1.2946 0.7697 -1.6550
O 1.342 -0.100 -0.521 0.3669 -0.9964 0.3464
C -0.006 0.400 -0.603 0.3157 -0.8660 1.4853
C -1.261 -0.472 -0.868 1.1666 0.9653 2.9922
C 0.885 0.300 0.716 -2.4891 1.7311 -2.4813
H -2.000 0.265 -1.234 -0.0022 -0.6854 0.5738
H -1.440 -0.887 0.189 -0.6680 0.0890 -1.9500
H -1.104 -1.205 -1.619 0.1906 -0.8554 -0.4579
H -0.116 1.217 -1.285 0.8162 1.3191 0.4748
H 1.412 -0.853 2.039 1.7161 -0.9028 1.1005
```
Forces are in eV/Å.

Output
Electronic energy = -77327.49586 eV
SMILES string = C[C@@H]1O[C@@]1(O)Br
Orbital gap = 10.791 eV
ΔE to the lowest compared entry with this formula, charge and spin = 41.3 kcal per mole
E_HOMO = -10.07 eV
LUMO level = 0.718 eV

Results of the Mulliken charge analysis, in e, for atoms 1 through 5:
1 Br -0.20
2 O -0.43
3 O -0.40
4 C -0.20
5 C -0.98

Listing maximum force for the structures above in their given order: 0.04956; 0.10460; 0.17639; 0.12348; 0.03979; 0.07619 Eh/bohr.